[1]
{
  "formula": "C3H9NO2",
  "method": "ωB97M-V/def2-TZVPD",
  "elements": ["C", "C", "N", "O", "H", "H", "H", "H", "H", "C", "O", "H", "H", "H", "H"],
  "xyz": [[0.97, 2.19, 0.93], [0.08, 1.28, 1.73], [0.22, -0.12, 1.66], [-0.51, 1.78, 2.68], [0.45, 3.31, 0.74], [1.36, 1.75, -0.03], [1.86, 2.59, 1.48], [-0.51, -0.58, 1.95], [0.88, -0.46, 1.26], [-1.02, -2.13, -2.33], [0.15, -1.80, -1.63], [-0.92, -1.84, -3.32], [-1.03, -3.27, -2.29], [-1.90, -1.71, -1.78], [-0.09, -0.99, -1.04]],
  "lowdin_charge": [-0.043, -0.532, 0.231, 0.036, 0.150, 0.072, 0.089, 0.041, -0.030, -0.183, -0.169, 0.043, 0.101, 0.093, 0.099],
  "smiles": "CC(N)=O.CO",
  "gap_ev": 10.572,
  "e_homo_ha": -0.3687
}



[2]
{
  "formula": "C3H9NO2",
  "method": "ωB97M-V/def2-TZVPD",
  "elements": ["N", "C", "C", "O", "C", "O", "H", "H", "H", "H", "H", "H", "H", "H", "H"],
  "xyz": [[-0.29, -2.19, 0.70], [-0.71, -0.81, 0.32], [0.60, 0.07, 0.41], [1.39, -0.49, -0.72], [0.17, 1.48, -0.01], [-0.72, 1.34, -1.18], [-1.11, -2.79, 0.55], [0.52, -2.43, 0.15], [-1.39, -0.53, 1.16], [-1.18, -0.59, -0.65], [1.13, 0.13, 1.36], [2.01, 0.40, -1.15], [-0.47, 1.98, 0.81], [1.04, 2.15, -0.26], [-1.00, 2.26, -1.48]],
  "lowdin_charge": [-0.012, -0.224, -0.326, -0.147, -0.215, -0.137, 0.065, 0.052, 0.118, 0.105, 0.136, 0.210, 0.140, 0.118, 0.117],
  "smiles": "NC[C@@H](O)CO",
  "gap_ev": 9.653,
  "e_homo_ha": -0.3309
}



[3]
{
  "formula": "C3H9NO2",
  "method": "ωB97M-V/def2-TZVPD",
  "elements": ["C", "C", "O", "O", "H", "H", "H", "H", "C", "N", "H", "H", "H", "H", "H"],
  "xyz": [[-1.30, -0.93, -0.39], [-1.46, 0.61, -0.41], [-1.31, 1.34, -1.36], [-2.34, 0.95, 0.45], [-1.29, -1.39, -1.27], [-2.34, -1.11, -0.01], [-0.50, -1.30, 0.23], [-2.54, 1.80, 0.70], [2.05, 0.37, -0.10], [1.76, -0.74, 0.78], [1.89, 0.06, -1.21], [3.01, 0.71, -0.01], [1.54, 1.40, 0.07], [0.77, -1.05, 0.76], [2.06, -0.70, 1.78]],
  "lowdin_charge": [0.052, -0.578, 0.084, 0.146, 0.038, 0.114, 0.044, 0.093, -0.221, -0.078, 0.111, 0.019, 0.087, 0.005, 0.086],
  "smiles": "CC(=O)O.CN",
  "gap_ev": 9.712,
  "e_homo_ha": -0.3337
}



[4]
{
  "formula": "C3H9NO2",
  "method": "ωB97M-V/def2-TZVPD",
  "elements": ["C", "N", "C", "C", "O", "H", "H", "H", "H", "H", "H", "H", "O", "H", "H"],
  "xyz": [[0.03, -0.76, 1.74], [-0.53, -1.29, 0.49], [0.13, -0.98, -0.69], [1.51, -0.40, -0.74], [-0.40, -1.30, -1.74], [1.04, -0.38, 1.74], [-0.11, -1.54, 2.51], [-0.59, 0.05, 2.18], [-1.53, -1.26, 0.46], [2.16, -0.62, 0.08], [1.89, -0.64, -1.73], [1.29, 0.68, -0.80], [-2.00, 2.99, -1.00], [-1.14, 2.83, -0.61], [-1.75, 2.64, -1.88]],
  "lowdin_charge": [-0.099, 0.022, -0.554, -0.006, 0.031, 0.065, 0.081, 0.082, 0.134, 0.064, 0.087, 0.095, -0.069, 0.016, 0.051],
  "smiles": "CNC(C)=O.O",
  "gap_ev": 10.203,
  "e_homo_ha": -0.3558
}



[5]
{
  "formula": "C3H9NO2",
  "method": "ωB97M-V/def2-TZVPD",
  "elements": ["C", "N", "C", "C", "O", "H", "H", "H", "H", "H", "H", "H", "O", "H", "H"],
  "xyz": [[-0.54, 0.62, -1.14], [-0.74, 0.74, 0.43], [-0.40, 2.03, 1.19], [-0.32, -0.33, 1.12], [0.03, -1.41, 0.54], [-1.13, -0.25, -1.45], [0.59, 0.44, -1.32], [-1.00, 1.49, -1.54], [-0.87, 2.99, 0.70], [0.74, 2.22, 1.25], [-0.71, 1.85, 2.14], [-0.18, -0.26, 2.08], [1.49, -1.59, -1.72], [2.27, -2.00, -1.34], [0.85, -1.60, -1.09]],
  "lowdin_charge": [0.015, -0.134, -0.045, -0.293, -0.045, 0.086, 0.109, 0.057, 0.120, 0.107, 0.028, 0.080, -0.043, 0.050, -0.092],
  "smiles": "CN(C)C=O.O",
  "gap_ev": 10.456,
  "e_homo_ha": -0.3567
}



[6]
{
  "formula": "C3H9NO2",
  "method": "ωB97M-V/def2-TZVPD",
  "elements": ["C", "N", "C", "C", "O", "H", "H", "H", "H", "H", "H", "H", "O", "H", "H"],
  "xyz": [[-1.19, -0.29, 1.62], [-0.68, -1.44, 0.94], [0.48, -1.10, 0.15], [0.38, 0.23, -0.51], [1.47, -1.73, -0.06], [-2.07, -0.01, 1.02], [-0.58, 0.59, 1.39], [-1.19, -0.43, 2.66], [-0.61, -2.21, 1.51], [0.93, 1.00, -0.12], [0.79, 0.07, -1.53], [-0.62, 0.60, -0.75], [-0.25, 3.21, -1.81], [0.22, 3.15, -1.01], [0.14, 2.45, -2.28]],
  "lowdin_charge": [-0.109, 0.011, -0.507, -0.056, 0.091, 0.097, 0.067, 0.075, 0.095, 0.055, 0.105, 0.081, -0.038, -0.008, 0.042],
  "smiles": "CNC(C)=O.O",
  "gap_ev": 10.390,
  "e_homo_ha": -0.3585
}



[7]
{
  "formula": "C3H9NO2",
  "method": "ωB97M-V/def2-TZVPD",
  "elements": ["C", "C", "N", "O", "H", "H", "H", "H", "H", "C", "O", "H", "H", "H", "H"],
  "xyz": [[0.19, -0.14, -1.51], [-0.09, 1.25, -1.06], [-0.84, 1.31, 0.10], [0.38, 2.26, -1.51], [0.34, -0.48, -2.52], [-0.43, -0.88, -0.98], [1.23, -0.48, -1.10], [-0.86, 2.22, 0.55], [-1.38, 0.71, 0.62], [0.24, -1.62, 2.25], [0.06, -2.26, 1.04], [1.09, -0.92, 2.19], [0.31, -2.27, 3.10], [-0.83, -1.06, 2.26], [0.84, -2.98, 0.88]],
  "lowdin_charge": [-0.023, -0.588, 0.151, 0.050, 0.066, 0.055, 0.124, 0.104, 0.046, -0.209, -0.206, 0.079, 0.056, 0.122, 0.172],
  "smiles": "CC(N)=O.CO",
  "gap_ev": 10.403,
  "e_homo_ha": -0.3615
}



[8]
{
  "formula": "C3H9NO2",
  "method": "ωB97M-V/def2-TZVPD",
  "elements": ["C", "C", "O", "O", "H", "H", "H", "H", "C", "N", "H", "H", "H", "H", "H"],
  "xyz": [[-0.96, -1.37, -2.61], [-0.35, -0.56, -1.49], [0.77, -0.16, -1.38], [-1.26, -0.48, -0.49], [-2.03, -1.22, -2.56], [-0.82, -2.41, -2.32], [-0.61, -1.15, -3.61], [-1.23, 0.11, 0.25], [1.10, 1.56, 2.26], [0.49, 0.38, 1.59], [2.06, 1.74, 1.78], [1.22, 1.54, 3.34], [0.42, 2.37, 2.00], [1.13, -0.09, 0.99], [0.06, -0.25, 2.25]],
  "lowdin_charge": [0.009, -0.560, 0.082, 0.067, 0.081, 0.094, 0.084, 0.069, -0.158, -0.067, 0.070, 0.062, 0.062, 0.036, 0.068],
  "smiles": "CC(=O)O.CN",
  "gap_ev": 10.164,
  "e_homo_ha": -0.3408
}



[9]
{
  "formula": "C3H9NO2",
  "method": "ωB97M-V/def2-TZVPD",
  "elements": ["C", "N", "C", "C", "O", "O", "H", "H", "H", "H", "H", "H", "H", "H", "H"],
  "xyz": [[-1.33, 1.33, 0.31], [-0.09, 0.89, -0.33], [0.67, -0.43, 0.19], [0.58, -1.55, -0.84], [1.85, 0.18, 0.36], [0.05, -0.86, 1.38], [-1.63, 2.30, -0.09], [-1.16, 1.44, 1.38], [-2.13, 0.61, 0.16], [1.06, 1.19, 0.01], [-0.19, 0.87, -1.35], [1.20, -2.37, -0.50], [0.96, -1.20, -1.80], [-0.45, -1.91, -0.95], [0.60, -0.49, 2.08]],
  "lowdin_charge": [-0.071, -0.018, -0.714, -0.004, -0.123, 0.013, 0.083, 0.084, 0.089, 0.162, 0.131, 0.090, 0.084, 0.084, 0.110],
  "smiles": "C[NH2+][C@@](C)([O-])O",
  "gap_ev": 10.309,
  "e_homo_ha": -0.3508
}



[10]
{
  "formula": "C3H9NO2",
  "method": "ωB97M-V/def2-TZVPD",
  "elements": ["C", "C", "N", "O", "H", "H", "H", "H", "H", "C", "O", "H", "H", "H", "H"],
  "xyz": [[-0.02, -1.33, -0.54], [-1.09, -1.28, -1.60], [-2.05, -2.25, -1.56], [-1.08, -0.43, -2.47], [0.26, -0.32, -0.26], [0.83, -1.86, -0.94], [-0.34, -1.88, 0.34], [-2.84, -2.15, -2.18], [-2.08, -2.93, -0.82], [1.08, 2.62, 1.75], [2.44, 2.13, 1.83], [0.78, 2.78, 2.78], [1.09, 3.58, 1.23], [0.45, 1.88, 1.27], [2.57, 1.44, 1.17]],
  "lowdin_charge": [-0.006, -0.601, 0.149, 0.037, 0.066, 0.081, 0.072, 0.109, 0.094, -0.136, -0.142, 0.073, 0.075, 0.063, 0.066],
  "smiles": "CC(N)=O.CO",
  "gap_ev": 10.599,
  "e_homo_ha": -0.3659
}



[11]
{
  "formula": "C3H9NO2",
  "method": "ωB97M-V/def2-TZVPD",
  "elements": ["C", "C", "O", "O", "H", "H", "H", "H", "C", "N", "H", "H", "H", "H", "H"],
  "xyz": [[0.88, 0.50, 1.68], [1.78, -0.74, 1.68], [2.69, -0.87, 2.49], [1.65, -1.48, 0.57], [0.33, 0.54, 2.64], [0.07, 0.39, 0.90], [1.40, 1.43, 1.50], [2.43, -2.12, 0.49], [-1.09, 0.51, -1.53], [-2.43, 0.02, -1.91], [-0.26, -0.09, -1.92], [-0.89, 0.56, -0.45], [-0.93, 1.50, -1.93], [-3.13, 0.52, -1.57], [-2.49, -0.69, -2.62]],
  "lowdin_charge": [0.011, -0.557, 0.063, 0.080, 0.099, 0.047, 0.084, 0.163, -0.168, -0.033, 0.077, 0.024, 0.058, -0.008, 0.060],
  "smiles": "CC(=O)O.CN",
  "gap_ev": 9.419,
  "e_homo_ha": -0.3225
}



[12]
{
  "formula": "C3H9NO2",
  "method": "ωB97M-V/def2-TZVPD",
  "elements": ["C", "C", "N", "O", "H", "H", "H", "H", "H", "C", "O", "H", "H", "H", "H"],
  "xyz": [[1.12, 0.15, -1.00], [1.81, -0.81, -0.08], [2.42, -1.86, -0.70], [1.82, -0.68, 1.13], [0.06, 0.20, -0.75], [1.15, -0.10, -2.05], [1.42, 1.21, -0.95], [2.82, -2.59, -0.14], [2.32, -2.01, -1.70], [-2.27, 0.97, 1.29], [-2.87, 1.84, 0.34], [-1.63, 0.24, 0.80], [-1.60, 1.55, 1.94], [-3.01, 0.56, 1.96], [-3.55, 1.33, -0.11]],
  "lowdin_charge": [-0.013, -0.599, 0.144, 0.038, 0.066, 0.066, 0.095, 0.109, 0.094, -0.157, -0.125, 0.057, 0.083, 0.075, 0.069],
  "smiles": "CC(N)=O.CO",
  "gap_ev": 10.732,
  "e_homo_ha": -0.3649
}



Computed values of ΔE to the lowest compared entry with this formula, charge and spin (unit: kcal/mol) for the preceding records, in sequence: 72.44 65.81 63.94 26.53 52.51 40.98 48.34 24.62 51.80 22.50 35.76 22.94.
Computed values of E_LUMO (unit: eV) for the preceding records, in sequence: 0.54 0.65 0.63 0.52 0.75 0.63 0.57 0.89 0.76 0.64 0.64 0.80.